{
  "formula": "C13H13ClN4O4PbSe2",
  "method": "ωB97M-V with the def2-TZVPD basis set",
  "symbols": ["Pb", "N", "N", "C", "O", "O", "H", "H", "H", "Se", "Se", "C", "C", "C", "C", "C", "N", "C", "C", "C", "C", "C", "N", "H", "H", "H", "H", "H", "H", "H", "H", "Cl", "C", "C", "O", "O", "H", "H"],
  "xyz": [[0.070, -0.094, -0.061], [2.510, 0.207, -0.880], [3.019, 1.380, -0.293], [2.106, 2.447, 0.065], [2.640, 3.524, 0.275], [0.877, 2.120, 0.162], [3.031, -0.607, -0.576], [2.517, 0.237, -1.895], [3.869, 1.743, -0.698], [-2.104, -0.311, 2.826], [-2.721, 1.547, 1.589], [-3.483, 0.583, 0.087], [-4.818, 0.752, -0.255], [-5.338, -0.045, -1.262], [-4.521, -0.983, -1.878], [-3.191, -1.047, -1.498], [-2.688, -0.266, -0.547], [-0.274, 0.088, 3.287], [-0.006, 0.257, 4.638], [1.299, 0.496, 5.036], [2.283, 0.585, 4.067], [1.929, 0.409, 2.742], [0.679, 0.150, 2.358], [-5.420, 1.479, 0.272], [-6.375, 0.052, -1.553], [-4.906, -1.648, -2.638], [-2.499, -1.740, -1.964], [-0.819, 0.214, 5.348], [1.534, 0.628, 6.084], [3.309, 0.798, 4.331], [2.669, 0.488, 1.954], [-0.140, -5.252, 1.767], [0.032, -4.517, 0.160], [0.226, -3.000, 0.209], [0.796, -2.487, -0.791], [-0.215, -2.347, 1.179], [-0.879, -4.723, -0.399], [0.874, -4.981, -0.342]],
  "mulliken_charge": [1.3050, -0.5119, -0.2337, 0.5981, -0.7144, -0.5903, 0.2630, 0.2400, 0.2421, 0.0242, -0.0530, 0.3371, -0.7039, -0.1882, -0.7125, -0.2543, -0.0137, 0.1887, -0.6214, -0.2142, -0.9913, -0.0772, 0.0473, 0.3769, 0.3909, 0.3899, 0.4343, 0.4178, 0.3930, 0.4309, 0.4750, -0.2037, -0.4414, 0.6703, -0.7605, -0.4988, 0.2494, 0.3106],
  "homo_lumo_gap_ev": 7.807,
  "molar_mass_g_mol": 689.8,
  "homo_ev": -8.40
}

{
  "formula": "C13H13N3O5",
  "method": "ωB97M-V with the def2-TZVPD basis set",
  "symbols": ["C", "C", "H", "H", "C", "C", "O", "O", "C", "H", "C", "O", "N", "C", "C", "C", "C", "C", "C", "C", "N", "H", "N", "O", "O", "H", "H", "H", "H", "H", "H", "H", "H", "H"],
  "xyz": [[2.610, 2.518, -1.475], [3.768, 2.226, -2.236], [4.507, 2.854, -1.980], [3.665, 2.314, -3.385], [4.324, 0.984, -2.107], [3.505, -0.163, -2.455], [3.270, -0.328, -3.514], [2.865, -0.942, -1.527], [1.933, -1.952, -1.788], [2.279, -2.832, -1.267], [0.636, -1.837, -1.046], [-0.370, -2.377, -1.405], [0.578, -0.374, -0.247], [-0.458, -0.151, 0.571], [-0.661, 1.344, 0.549], [-1.556, 1.870, 1.376], [-2.632, 1.162, 1.911], [-2.428, -0.331, 1.811], [-1.537, -1.009, 1.125], [-1.129, -2.378, 1.263], [-1.066, -3.434, 1.260], [-3.077, -1.136, 2.276], [-3.777, 1.443, 2.559], [-3.716, 2.700, 2.710], [-4.781, 0.638, 2.749], [-1.894, 2.906, 1.449], [0.157, 2.157, 0.236], [1.403, -0.142, -0.218], [1.935, -2.008, -2.715], [4.593, 0.714, -0.848], [5.299, 0.520, -2.563], [2.258, 3.577, -1.888], [2.727, 2.362, -0.466], [1.821, 1.990, -1.937]],
  "mulliken_charge": [-1.1107, -0.6638, 0.3310, 0.2678, -0.3010, 0.5295, -0.4217, -0.4265, -0.8363, 0.2343, 0.4235, -0.4432, 0.0113, 0.7527, -0.2850, -0.5963, 0.1435, -0.0896, 0.1836, -0.3106, -0.4121, 0.3117, 0.8131, -0.6089, -0.5494, 0.4033, 0.0525, 0.2951, 0.6883, 0.1715, 0.2990, 0.2904, 0.4769, 0.3759],
  "e_above_lowest_kj_mol": 1208.2,
  "homo_lumo_gap_ev": 7.622,
  "smiles": "CCCC(=O)OCC(=O)Nc1ccc([N+](=O)[O-])cc1C#N",
  "molar_mass_g_mol": 291.3,
  "homo_ev": -9.04
}

{
  "formula": "C13H13NO",
  "method": "ωB97M-V with the def2-TZVPD basis set",
  "symbols": ["C", "C", "C", "C", "C", "C", "C", "C", "C", "C", "C", "C", "C", "H", "H", "H", "H", "H", "H", "H", "H", "H", "H", "H", "H", "H", "N", "O"],
  "xyz": [[-2.183, 0.789, 1.143], [-1.313, -0.194, 0.352], [-0.035, -0.569, 1.089], [0.805, 0.376, 1.686], [1.938, -0.058, 2.366], [2.379, -1.347, 2.276], [1.567, -2.318, 1.625], [0.374, -1.904, 1.019], [-0.727, 0.308, -0.919], [-0.423, 1.640, -1.206], [-0.017, 2.157, -2.461], [0.434, 1.190, -3.419], [0.194, -0.178, -3.089], [-3.133, 1.044, 0.516], [-2.821, 0.307, 1.927], [-1.617, 1.612, 1.749], [-1.715, -1.606, -0.806], [0.605, 1.428, 1.652], [2.675, 0.639, 2.860], [3.299, -1.609, 2.750], [2.040, -3.283, 1.486], [-0.336, -2.663, 0.605], [-0.709, 2.418, -0.497], [0.098, 3.233, -2.574], [0.732, 1.485, -4.477], [0.356, -0.974, -3.819], [-0.412, -0.572, -1.978], [-2.056, -1.350, 0.144]],
  "mulliken_charge": [-1.4687, 1.5511, 0.2182, -0.2177, -0.7184, -0.3496, -0.5521, -0.4388, 0.3072, -0.1982, -0.6222, -0.4141, -0.2216, 0.3532, 0.4018, 0.2155, 0.4867, 0.2857, 0.2654, 0.3933, 0.3487, 0.2825, 0.2561, 0.3996, 0.2938, 0.3826, -0.5504, -0.6896],
  "e_above_lowest_kj_mol": 244.2,
  "homo_lumo_gap_ev": 9.313,
  "smiles": "C[C@](O)(c1ccccc1)c1ccccn1",
  "molar_mass_g_mol": 199.3,
  "homo_ev": -8.79
}

{
  "formula": "C13H13NO2",
  "method": "ωB97M-V with the def2-TZVPD basis set",
  "symbols": ["C", "C", "C", "C", "C", "C", "C", "C", "C", "C", "C", "C", "C", "H", "H", "H", "H", "H", "H", "H", "H", "H", "H", "H", "H", "H", "N", "O", "O"],
  "xyz": [[-0.543, 2.797, 0.543], [-0.776, 2.358, -0.895], [-1.510, 0.039, -0.341], [-2.823, 0.166, 0.066], [-3.471, -0.957, 0.519], [-2.865, -2.191, 0.536], [-1.559, -2.251, -0.080], [-0.829, -1.225, -0.370], [1.603, -0.991, -0.355], [2.810, -1.087, -1.198], [4.016, -0.676, -0.547], [3.879, -0.145, 0.748], [1.653, -0.466, 0.897], [-1.319, 2.377, 1.217], [-0.655, 3.939, 0.406], [0.470, 2.530, 0.838], [-1.819, 2.693, -1.217], [0.127, 2.679, -1.476], [-3.267, 1.160, -0.242], [-4.550, -0.935, 0.747], [-3.363, -3.205, 0.976], [-1.227, -3.294, -0.356], [2.880, -1.584, -2.117], [5.100, -0.773, -0.872], [4.805, 0.074, 1.417], [0.768, -0.608, 1.600], [2.767, -0.017, 1.439], [-0.685, 0.959, -0.946], [0.382, -1.364, -0.936]],
  "mulliken_charge": [-0.9485, -0.3607, 0.9395, -0.6140, -0.3454, -0.5979, -0.1895, 0.0556, 0.6557, -0.8040, -0.2660, -0.2396, -0.0661, 0.3190, 0.3623, 0.2363, 0.2879, 0.3106, 0.2444, 0.3342, 0.2204, 0.3408, 0.4809, 0.2988, 0.2788, 0.4338, -0.5847, -0.3427, -0.4397],
  "e_above_lowest_kj_mol": 296.7,
  "homo_lumo_gap_ev": 9.151,
  "smiles": "CCOc1ccccc1Oc1cccnc1",
  "molar_mass_g_mol": 215.3,
  "homo_ev": -8.35
}